1.
Entry from the Open Molecules 2025 dataset: a molecular structure, C28H38N11O2V (ωB97M-V/def2-TZVPD).

Energy   -2786.0881 a.u.
Charge   +2
HOMO level (spin up / spin down)   -0.4452 / -0.4451 hartree
Energy relative to the best compared isomer or geometry (same formula, charge and spin)   115.3 kJ/mol
F_max   4.5 eV/Å
<S²>   2.015
Multiplicity   3
HOMO-LUMO gap (spin up / spin down)   4.74 / 5.24 eV

Each line ends with the Mulliken charge.
Geometry (Å):
V: -0.253 0.107 -0.170  0.339
O: 3.897 2.497 4.755  -0.640
C: 3.079 3.146 4.159  0.339
O: 2.498 4.201 4.187  -0.645
C: 2.523 2.273 2.862  -0.709
C: 1.771 2.898 1.894  -1.437
C: 1.277 2.114 0.846  1.421
N: 1.420 0.773 0.819  0.636
C: 2.230 0.197 1.721  1.726
C: 2.809 0.929 2.762  -1.115
C: 2.709 -1.194 1.556  -0.407
C: 3.012 -1.999 2.656  -0.434
C: 3.669 -3.202 2.447  -0.759
C: 4.032 -3.555 1.155  -0.579
C: 3.654 -2.712 0.119  -0.540
N: 2.987 -1.582 0.304  -0.260
C: 0.598 2.710 -0.306  -0.105
C: 0.710 4.059 -0.654  -0.714
C: 0.071 4.519 -1.790  -0.812
C: -0.626 3.606 -2.576  -0.934
C: -0.683 2.287 -2.169  -0.283
N: -0.115 1.841 -1.045  0.542
H: 1.574 3.957 1.968  0.654
H: 3.497 0.481 3.461  0.770
H: 2.741 -1.698 3.655  0.602
H: 3.911 -3.839 3.283  0.498
H: 4.579 -4.463 0.954  0.473
H: 3.892 -2.953 -0.910  0.498
H: 1.299 4.740 -0.060  0.524
H: 0.123 5.560 -2.069  0.516
H: -1.117 3.920 -3.484  0.482
H: -1.217 1.547 -2.753  0.500
N: -0.249 -1.896 0.740  -0.378
C: -0.551 -3.054 -0.116  -0.504
C: 0.478 -3.241 -1.231  -0.418
C: 0.611 -2.066 -2.200  -0.810
N: 1.001 -0.820 -1.533  -0.274
H: 0.679 -2.034 1.139  0.035
H: -0.898 -1.913 1.526  0.285
H: -1.548 -2.905 -0.540  -0.023
H: -0.574 -3.980 0.474  0.616
H: 0.182 -4.115 -1.812  0.568
H: 1.451 -3.472 -0.795  -0.010
H: -0.340 -1.906 -2.718  0.300
H: 1.359 -2.343 -2.954  0.490
H: 1.270 -0.145 -2.249  0.385
H: 1.858 -1.014 -0.973  0.339
C: -4.035 -2.550 -2.471  -0.983
N: -3.448 -1.232 -2.640  0.119
C: -3.919 -0.480 -3.789  -0.882
C: -2.543 -0.784 -1.851  0.235
N: -1.713 -0.400 -1.115  0.308
H: -5.114 -2.477 -2.602  0.355
H: -3.826 -2.943 -1.479  0.335
H: -3.641 -3.242 -3.220  0.355
H: -5.009 -0.466 -3.774  0.330
H: -3.589 -0.953 -4.716  0.345
H: -3.553 0.542 -3.756  0.324
C: -1.134 0.894 2.861  -0.732
N: -1.720 0.933 1.486  1.788
C: -2.150 2.348 1.260  -0.962
N: -3.067 2.815 2.265  0.170
C: -2.430 2.742 3.576  -0.723
N: -2.050 1.363 3.867  0.173
C: -3.252 0.538 3.867  -0.728
N: -3.895 0.595 2.559  0.146
C: -2.979 0.130 1.551  -1.022
C: -4.260 1.979 2.274  -0.649
H: -0.245 1.533 2.894  -0.162
H: -0.846 -0.139 3.098  0.300
H: -2.630 2.412 0.274  0.118
H: -1.270 2.999 1.278  0.160
H: -3.124 3.095 4.338  0.332
H: -1.541 3.377 3.589  0.374
H: -3.941 0.904 4.629  0.365
H: -2.987 -0.497 4.101  0.320
H: -3.474 0.184 0.575  0.365
H: -2.726 -0.914 1.768  0.113
H: -4.952 2.338 3.036  0.349
H: -4.749 2.031 1.297  0.315

Forces on the atoms, in the same order (eV/Å):
2.1186 -1.1192 3.3280
1.2584 -0.5102 1.2683
-0.8262 -1.4050 -1.9851
-0.6071 1.7720 0.5069
0.5034 0.6340 1.1756
-0.5299 -0.8354 -1.2946
0.5881 1.4422 1.1157
-0.0296 -0.1779 -0.4053
0.7254 0.0637 1.2888
-0.6748 -0.3651 -1.0251
0.1051 -0.3868 0.0605
-0.1185 0.0510 -0.2150
0.0296 0.0322 -0.2357
-0.1288 0.1584 0.0489
0.1760 -0.3630 0.0551
-0.0156 0.2778 0.0665
0.0939 0.5369 -0.2067
-0.0498 -0.2539 0.0305
-0.0553 -0.3644 0.0649
0.0145 -0.1521 0.1029
-0.3799 0.2487 -0.4958
0.2924 1.8868 -0.7412
0.0677 0.1516 0.1338
0.1338 0.0537 0.1322
-0.0110 0.1337 0.1141
0.0421 -0.0690 0.0952
0.0504 -0.0440 -0.0355
0.0443 -0.0790 -0.0294
0.0620 -0.0639 0.1404
0.0441 0.0868 -0.0280
-0.0328 -0.0542 -0.0820
-0.0069 0.0825 -0.0277
-0.0820 0.2580 0.4241
0.0339 -0.6197 -0.4148
-0.2247 0.2754 0.0565
-0.1651 -0.7550 -0.2689
0.3008 0.3579 -0.5264
-0.0576 -0.0352 0.1371
0.1659 0.0089 0.0323
0.0772 -0.0995 0.0608
-0.0841 0.2573 -0.0377
0.0334 -0.0393 0.0136
-0.0739 -0.0192 -0.0085
0.1500 -0.0370 -0.0546
-0.1587 0.1608 0.0799
0.0759 -0.0324 0.1202
0.1587 0.1553 0.0193
-0.1756 -0.9294 0.1500
0.2736 0.2194 0.3775
-0.2171 0.5639 -0.6908
0.0751 0.0030 0.1314
-3.5331 -1.0815 -2.5509
0.0566 0.0713 0.0679
0.0012 0.0378 0.0301
0.0025 0.1057 0.0220
0.0563 0.0368 0.0420
0.0320 -0.0223 0.0948
0.0221 0.0164 0.0208
0.4462 0.0190 0.6240
0.4409 -0.2807 -0.5536
-0.1023 0.5795 -0.1478
-0.1516 0.3824 -0.2224
0.1968 0.1353 0.0937
0.1303 -0.1454 0.3075
0.1180 -0.0855 0.0987
-0.3264 -0.3729 -0.1294
-0.4153 -0.2215 -0.0869
-0.0165 0.0542 -0.1263
-0.0732 -0.1728 -0.1203
-0.0109 0.0961 -0.0922
0.1060 -0.0458 0.0929
-0.1090 -0.1922 -0.0262
0.0485 -0.0021 -0.0345
-0.0292 -0.0231 0.0255
0.0200 -0.0464 -0.0391
-0.0193 0.0312 0.0048
0.0930 0.0055 0.1495
0.0258 0.0697 -0.0600
0.0199 -0.0277 -0.0504
-0.0183 0.0169 0.0434



2.
Entry from the Open Molecules 2025 dataset: C4H6N2OS in the gas phase (ωB97M-V/def2-TZVPD).

Energy   -738.9891 a.u.
Charge   0
HOMO level   -0.3492 hartree
Energy relative to the best compared isomer or geometry (same formula, charge and spin)   40.8 kJ/mol
F_max   1.3 eV/Å
SMILES   C[C@@H]1SC(N)=NC1=O
HOMO-LUMO gap   9.95 eV

Each line ends with the Mulliken charge.
Geometry (Å):
C: 1.134 1.344 1.272  -1.205
C: 0.761 0.738 -0.079  0.306
S: -0.964 0.969 -0.562  -0.253
C: -1.126 -0.789 -0.711  0.669
N: -2.320 -1.283 -1.092  -0.406
N: -0.114 -1.549 -0.463  -0.670
C: 0.981 -0.798 -0.075  0.332
O: 2.061 -1.262 0.249  -0.564
H: 0.461 0.964 2.077  0.316
H: 2.183 1.065 1.475  0.317
H: 1.054 2.404 1.276  0.383
H: 1.396 1.164 -0.886  0.327
H: -3.100 -0.676 -1.303  0.194
H: -2.405 -2.291 -1.179  0.256

Forces on the atoms, in the same order (eV/Å):
-0.0453 -1.1849 0.4244
0.3865 0.1788 -0.3057
-0.0222 -0.2337 0.0565
-0.6059 0.0603 -0.2243
0.1787 -0.0626 0.0473
0.0325 0.1638 0.0965
1.2118 -0.4403 0.2372
-1.0591 0.5277 -0.2983
0.5965 0.1027 -0.5652
-0.5272 0.0626 0.0774
-0.0459 0.9335 -0.1336
-0.3110 -0.2896 0.5101
0.2574 -0.2691 0.0689
-0.0469 0.4509 0.0088



3.
Entry from the Open Molecules 2025 dataset: a molecular structure, C22H35MoNO3P2S (ωB97M-V/def2-TZVPD).

Energy   -2287.8945 a.u.
Charge   +2
HOMO level (spin up / spin down)   -0.5110 / -0.5112 hartree
Energy relative to the best compared isomer or geometry (same formula, charge and spin)   282.5 kJ/mol
F_max   3.8 eV/Å
<S²>   2.071
Multiplicity   3
HOMO-LUMO gap (spin up / spin down)   6.43 / 4.87 eV

Each line ends with the Mulliken charge.
Geometry (Å):
P: 1.180 2.068 0.095  0.650
P: -1.074 -1.182 0.056  1.155
C: 1.521 0.280 -0.752  -1.413
C: 0.379 -0.719 -1.094  -0.212
H: 2.348 -0.171 -0.149  0.615
H: 1.937 0.640 -1.702  1.033
H: -0.131 -0.346 -2.007  0.530
H: 0.886 -1.642 -1.375  -0.636
C: -0.592 -2.795 0.786  -1.532
H: -1.435 -3.082 1.439  0.396
H: 0.315 -2.714 1.408  0.546
H: -0.462 -3.544 -0.008  0.408
C: -2.393 -1.557 -1.133  -0.819
H: -2.423 -2.633 -1.344  0.436
H: -2.192 -1.015 -2.055  0.414
H: -3.334 -1.205 -0.697  0.195
C: 2.700 2.602 0.885  -1.241
H: 2.458 3.524 1.430  0.397
H: 3.454 2.816 0.128  0.415
H: 3.070 1.867 1.608  0.484
C: 1.094 3.089 -1.384  -1.071
H: 0.480 2.614 -2.157  0.417
H: 2.115 3.247 -1.758  0.452
H: 0.641 4.056 -1.130  0.417
Mo: 0.533 0.127 1.125  -0.557
C: 2.581 -2.465 -2.617  -0.239
C: 2.875 -2.898 -1.374  -0.273
C: 4.269 -3.047 -0.851  -0.953
C: 5.204 -1.816 -1.035  -0.900
C: 4.516 -0.492 -1.079  -0.287
C: 4.073 0.094 -2.210  -0.480
C: 4.020 -0.529 -3.568  -0.975
C: 3.571 -2.021 -3.645  -0.896
C: -1.071 1.580 1.084  -1.222
H: 1.561 -2.549 -3.010  0.636
H: 2.109 -3.327 -0.723  0.485
H: 4.769 -3.923 -1.309  0.316
H: 4.203 -3.276 0.226  0.361
H: 5.869 -1.813 -0.157  0.440
H: 5.828 -1.972 -1.926  0.358
H: 4.507 0.046 -0.130  0.565
H: 3.813 1.164 -2.222  0.886
H: 5.001 -0.448 -4.073  0.324
H: 3.330 0.076 -4.187  0.332
H: 3.076 -2.125 -4.624  0.392
H: 4.457 -2.672 -3.664  0.380
H: -1.982 1.386 0.487  0.331
H: -0.857 2.660 1.169  0.624
H: -1.257 1.166 2.116  0.366
O: -7.198 0.808 0.478  -0.538
S: -5.866 1.342 0.661  1.068
O: -5.483 2.522 -0.081  -0.547
N: -4.665 0.206 0.682  -0.152
C: -4.139 -0.086 1.904  0.227
O: -3.301 -0.983 2.155  -0.563
C: -4.684 0.872 2.920  0.607
C: -4.358 0.990 4.276  -0.482
C: -5.071 1.876 5.094  -0.626
C: -6.148 2.607 4.564  -0.425
C: -6.499 2.457 3.213  -0.565
C: -5.703 1.644 2.407  0.212
H: -3.538 0.389 4.659  0.485
H: -4.796 2.005 6.147  0.394
H: -6.713 3.274 5.219  0.404
H: -7.374 2.953 2.807  0.453

Forces on the atoms, in the same order (eV/Å):
1.7363 -2.0998 -1.4196
1.5970 -1.0228 -0.5916
1.9034 1.3424 -0.6979
-0.9436 -0.4674 -0.7567
0.0445 -0.1375 -1.1912
0.0992 -0.6807 0.5340
0.3178 0.0718 0.5991
-0.0564 0.1982 0.1082
-0.5579 0.1832 0.0645
0.3766 -0.0343 -0.1848
-0.1595 -0.1239 -0.1622
0.1157 0.1808 0.3258
-0.4980 0.6121 0.3490
0.0881 0.2394 0.2483
-0.1377 0.0339 0.0050
0.0144 -0.2602 -0.2842
0.2025 0.2022 0.1058
0.1833 -0.0869 -0.0209
0.1912 0.0013 0.1587
0.0329 0.1025 -0.0582
-1.1183 0.5632 -0.1285
0.0823 0.1269 0.1607
-0.2588 -0.1271 0.2089
0.1648 -0.0875 -0.2148
-3.2516 1.3803 1.4708
-0.0902 -0.7561 0.7165
-0.0492 -0.2403 -1.2820
0.3859 -0.0434 0.6064
0.1123 -0.6783 0.2734
0.2170 0.7424 -1.1257
1.0459 0.0101 0.7992
-0.0719 -0.0607 -0.5491
0.2448 0.2060 -0.6135
-1.0714 -0.1782 1.7540
0.1418 0.1091 0.3844
-0.1028 0.1794 -0.2768
-0.3279 0.2975 0.1661
0.0617 0.0211 -0.3496
0.0143 0.0151 -0.4836
-0.1799 0.2270 0.2438
-0.0237 0.2147 -0.1864
-0.0627 -0.3780 0.3437
-0.3463 0.0424 0.2094
0.2803 -0.2448 0.2306
0.3871 -0.1435 0.2633
-0.3113 0.1373 0.1454
0.5627 0.3581 0.2825
-0.6125 -0.5992 0.0265
-0.6047 0.6144 -0.1552
1.8214 -0.3774 -0.5886
-2.3875 1.9998 1.8921
0.4743 -1.6125 0.2300
0.1769 -0.9594 -2.6245
1.2201 -0.1604 2.9588
-1.3827 1.6059 -1.3906
0.2900 -0.3630 0.5712
0.1405 0.0463 0.2086
0.3785 -0.2173 -0.3623
-0.0147 -0.3280 -0.4128
0.2470 0.1500 0.1571
-0.7123 0.5047 0.0114
-0.1856 0.0678 0.1352
-0.1278 -0.1517 -0.4964
0.1112 -0.2596 -0.3301
0.1831 0.0920 -0.0102